{
  "formula": "C16H24BrClF3N4O3P",
  "method": "ωB97M-V/def2-TZVPD",
  "elements": ["C", "C", "N", "C", "N", "C", "C", "C", "C", "C", "C", "O", "C", "O", "C", "C", "N", "N", "C", "C", "C", "F", "C", "F", "F", "P", "O", "Br", "H", "H", "H", "H", "H", "H", "H", "H", "H", "H", "H", "H", "H", "H", "H", "H", "H", "H", "H", "H", "H", "H", "H", "H", "Cl"],
  "coordinates": [[1.5673, 2.8930, 4.0641], [1.0602, 2.2516, 3.1500], [0.2255, 1.6428, 2.1307], [0.3507, 1.9615, 0.8463], [-0.5339, 1.3161, -0.0900], [-1.7596, 2.1370, -0.4085], [-3.1263, 1.4560, 0.0316], [-3.5983, 0.2521, -0.9018], [-2.9748, -1.1769, -0.5135], [-1.8240, -1.4931, -1.5784], [-0.9393, -2.7776, -1.2625], [-1.0261, -3.2342, 0.1196], [-0.0006, -4.2199, 0.2420], [-0.0050, -5.2259, -0.4538], [1.2188, -4.0618, 1.2289], [1.0772, -3.9613, 2.6108], [1.3947, 2.9095, 0.5080], [0.8613, 4.2256, 0.3194], [2.1225, 2.5046, -0.7146], [2.6800, 1.0245, -0.6743], [3.0615, 0.6514, -2.1805], [3.3986, 1.6585, -3.1118], [3.0265, -0.6640, -2.6413], [3.5553, -1.7176, -1.9271], [2.4309, -0.8970, -3.8866], [-0.9880, 0.4276, 2.7323], [-0.4444, -1.0297, 2.0651], [-0.7012, 0.1777, 4.9480], [1.7898, 3.2769, 5.1009], [-0.0783, 1.1240, -0.9908], [-1.7978, 2.2734, -1.5407], [-1.6817, 3.1891, 0.0228], [-3.1488, 1.1130, 1.1078], [-3.9265, 2.2706, -0.0591], [-3.4182, 0.4857, -2.0036], [-4.7262, 0.1618, -0.7695], [-3.8146, -1.9378, -0.6703], [-2.6652, -1.2580, 0.5702], [-2.3570, -1.7084, -2.5658], [-1.2087, -0.5570, -1.7299], [-1.2504, -3.6003, -1.9813], [0.1484, -2.5080, -1.5010], [2.2908, -4.0665, 0.8464], [1.9267, -3.5241, 3.2279], [0.1516, -4.3576, 3.1138], [1.4943, 4.7094, -0.3369], [1.0275, 4.7051, 1.2213], [3.0321, 3.1940, -0.7945], [1.5141, 2.6971, -1.6549], [3.6179, 0.8816, -0.0599], [1.9317, 0.2378, -0.3581], [-0.6768, -0.9885, 1.1082], [1.7158, -2.8439, -3.9555]],
  "e_lumo_ev": -2.8,
  "homo_energy_ev": -5.29
}

{
  "formula": "C16H24Cl5N3ORhS",
  "method": "ωB97M-V/def2-TZVPD",
  "elements": ["Rh", "N", "C", "C", "C", "N", "C", "C", "N", "C", "H", "H", "H", "H", "H", "H", "H", "H", "H", "H", "H", "H", "H", "H", "H", "H", "Cl", "C", "C", "C", "Cl", "C", "Cl", "C", "Cl", "C", "Cl", "O", "S", "C", "C", "C", "C", "H", "H", "H", "H", "H", "H", "H", "H"],
  "coordinates": [[0.1022, 0.3387, 0.7049], [0.9463, 1.8505, -3.6370], [1.1266, 1.8454, -2.1303], [2.6035, 1.7360, -1.7883], [2.8394, 1.8379, -0.2792], [2.3287, 0.6264, 0.4311], [2.2008, 3.0982, 0.2941], [0.7331, 3.2894, -0.0710], [-0.1586, 2.4014, 0.7485], [0.4876, 3.1102, -1.5700], [1.3724, 1.0314, -4.0811], [1.3717, 2.6811, -4.0634], [-0.0483, 1.8561, -3.8870], [0.5741, 0.9527, -1.8160], [3.1462, 2.5655, -2.2527], [3.0384, 0.8149, -2.1860], [3.9170, 1.8944, -0.1196], [2.6898, 0.6676, 1.3845], [2.7523, -0.2130, 0.0393], [2.7515, 3.9585, -0.0919], [2.3330, 3.1371, 1.3792], [0.4484, 4.3119, 0.1841], [-1.1303, 2.6402, 0.5478], [-0.0264, 2.6813, 1.7220], [0.9419, 3.9771, -2.0616], [-0.5819, 3.1431, -1.7970], [-2.0302, 0.1566, -2.2574], [-2.6889, 0.2372, -0.6587], [-1.8540, 0.2839, 0.4316], [-2.4040, 0.2733, 1.6728], [-1.0253, 0.2486, 2.8056], [-3.7451, 0.2273, 1.9770], [-4.2730, 0.1955, 3.5885], [-4.6017, 0.2069, 0.8643], [-6.2805, 0.1697, 1.1179], [-4.0768, 0.2088, -0.4427], [-5.1297, 0.1668, -1.7779], [0.2238, -1.6586, 0.5327], [0.8351, -2.7118, 1.5238], [-0.5967, -3.5532, 2.2652], [-0.4659, -5.0296, 1.8922], [0.0551, -5.0542, 0.4600], [1.2529, -4.1108, 0.4441], [-1.4543, -3.0877, 1.7729], [-0.6188, -3.3433, 3.3326], [-1.4304, -5.5232, 2.0006], [0.2323, -5.5308, 2.5649], [-0.7096, -4.7086, -0.2377], [0.3640, -6.0511, 0.1499], [1.5220, -3.6871, -0.5222], [2.1401, -4.5588, 0.8964]],
  "de_lowest_kj_mol": 60.04,
  "e_lumo_ev": [-11.4, -11.4],
  "homo_energy_ev": [-17.09, -17.09],
  "charge": 3
}

{
  "formula": "C16H24Cl6N2OS",
  "method": "ωB97M-V/def2-TZVPD",
  "elements": ["O", "C", "C", "C", "C", "C", "C", "C", "C", "N", "S", "N", "C", "C", "H", "H", "H", "H", "H", "H", "H", "H", "H", "H", "H", "H", "Cl", "C", "C", "Cl", "H", "H", "H", "H", "Cl", "C", "C", "Cl", "H", "H", "H", "H", "Cl", "C", "C", "Cl", "H", "H", "H", "H"],
  "coordinates": [[3.8603, -0.9176, 0.2880], [4.1437, 0.1464, -0.6071], [3.9936, 1.4611, 0.1565], [2.8001, 2.3933, -0.1870], [1.4947, 1.8281, -0.7904], [0.7825, 0.7687, 0.0388], [0.6620, 0.8730, 1.4626], [0.0162, -0.0806, 2.1686], [-0.5557, -1.1939, 1.4991], [-1.2147, -2.1911, 2.1150], [-1.6519, -3.1765, 0.9279], [-1.0599, -2.4533, -0.3778], [-0.4589, -1.3468, 0.0768], [0.2453, -0.2923, -0.6373], [3.2070, -1.5164, -0.0852], [3.5876, 0.1052, -1.5487], [5.2032, 0.0506, -0.8767], [4.8963, 2.0473, -0.0432], [4.0290, 1.2277, 1.2207], [2.5327, 2.9032, 0.7441], [3.1895, 3.1659, -0.8531], [1.6592, 1.5050, -1.8191], [0.8156, 2.6882, -0.8400], [1.1097, 1.7283, 1.9529], [-0.0826, 0.0114, 3.2435], [0.3070, -0.3571, -1.7161], [-7.4399, -1.9726, 2.3828], [-5.9570, -1.9946, 1.3935], [-5.1274, -0.7515, 1.5825], [-5.9153, 0.6961, 0.9008], [-6.2477, -2.1245, 0.3541], [-5.3823, -2.8666, 1.7026], [-4.1738, -0.8649, 1.0674], [-4.9274, -0.5610, 2.6339], [0.0545, 4.7706, 0.7246], [-1.5095, 5.1733, -0.0440], [-2.4839, 4.0272, 0.0302], [-1.9788, 2.6673, -0.9994], [-1.3151, 5.4669, -1.0724], [-1.9096, 6.0342, 0.4891], [-3.4638, 4.3462, -0.3216], [-2.5897, 3.6612, 1.0487], [1.5492, -2.5708, -1.2548], [2.2497, -4.2050, -1.4458], [2.1845, -4.6888, -2.8715], [0.5114, -5.0124, -3.3922], [1.7202, -4.8747, -0.7717], [3.2895, -4.1453, -1.1250], [2.7342, -5.6238, -2.9672], [2.6164, -3.9642, -3.5575]],
  "e_lumo_ev": -0.4,
  "homo_energy_ev": -8.83
}

{
  "formula": "C16H24F3N2",
  "method": "ωB97M-V/def2-TZVPD",
  "elements": ["C", "N", "C", "C", "C", "C", "C", "H", "H", "H", "H", "H", "H", "H", "H", "H", "H", "H", "H", "H", "C", "N", "C", "C", "C", "C", "C", "C", "C", "F", "F", "F", "C", "C", "H", "H", "H", "H", "H", "H", "H", "H", "H", "H", "H"],
  "coordinates": [[0.6148, 0.5456, -2.7381], [-0.5476, 0.5579, -1.7919], [-1.3074, -0.7283, -1.8020], [-2.7164, -0.7125, -2.4679], [-3.5634, 0.5470, -2.2463], [-2.7125, 1.7920, -2.4689], [-1.3302, 1.8300, -1.8207], [0.6158, 1.4149, -3.4289], [1.5452, 0.5601, -2.1284], [0.5996, -0.3561, -3.3910], [-0.7541, -1.4113, -2.4618], [-1.2617, -1.2157, -0.7928], [-2.5519, -0.7766, -3.5631], [-3.2553, -1.6389, -2.2188], [-4.3517, 0.5281, -3.0208], [-4.0490, 0.5373, -1.2597], [-2.5666, 1.8338, -3.5575], [-3.2641, 2.6976, -2.2350], [-1.2522, 2.3080, -0.8214], [-0.7754, 2.4945, -2.4795], [1.7496, 2.8889, -0.0201], [1.3568, 1.7587, 0.8440], [1.4780, 1.9737, 2.2897], [1.1631, 0.5515, 0.3253], [0.9512, -0.6490, 1.1224], [0.0125, -0.7349, 2.1844], [0.1537, -1.7743, 3.0980], [1.1287, -2.7649, 2.9176], [1.2951, -3.8603, 3.9579], [1.7446, -5.0349, 3.4118], [2.2097, -3.4513, 4.9121], [0.1079, -4.1701, 4.5747], [1.9465, -2.7479, 1.7884], [1.8250, -1.7476, 0.8414], [1.7282, 3.8336, 0.5504], [2.7870, 2.7186, -0.3599], [1.0871, 2.9270, -0.9013], [1.9015, 2.9807, 2.4229], [0.5240, 1.8873, 2.8366], [2.1971, 1.2563, 2.7271], [1.6810, 0.3919, -0.6269], [-0.7584, 0.0602, 2.2570], [-0.4996, -1.8182, 3.9558], [2.6535, -3.5515, 1.6523], [2.4603, -1.7309, -0.0670]],
  "de_lowest_kj_mol": 73.42,
  "e_lumo_ev": -4.5,
  "homo_energy_ev": -11.88,
  "charge": 1
}

no.,energy (Eh)
1,-4743.49778
2,-3672.29448
3,-3968.14459
4,-1032.89336